No. 1
Computed, not measured: a structure of composition C21H28IN5O8Sr, with the ωB97M-V functional and the def2-TZVPD basis.

## Properties
Total energy in eV: -55005.6864
Charge: -2
Energy relative to the best compared isomer or geometry (same formula, charge and spin) in kJ/mol: 72.7
Frontier orbital gap in eV: 7.59
LUMO level in eV: 4.35

```
64
Properties=species:S:1:pos:R:3:forces:R:3:mulliken_charge:R:1
Sr -0.68507 -0.46304 -0.89890 -0.03 0.00 0.01 1.4436
O 1.67204 0.37247 -4.76927 0.09 0.03 0.01 -0.8632
C 1.19331 0.29221 -3.62900 -0.12 -0.04 -0.04 0.1149
O 0.00942 0.01174 -3.29834 0.15 0.08 0.06 -0.5542
C 2.17025 0.53318 -2.45649 -0.10 0.00 -0.09 -0.7765
N 1.54819 1.14383 -1.27182 -0.07 0.04 -0.01 1.4003
C 1.05867 2.50244 -1.58244 0.04 0.07 -0.02 -1.7152
C -0.44977 2.70293 -1.77007 0.06 0.03 -0.08 -1.3221
N -1.30965 2.46356 -0.61113 0.00 -0.12 0.01 1.5967
C -1.08383 3.38941 0.49207 -0.01 0.09 0.05 -1.6655
C -0.06099 2.99613 1.55618 0.00 -0.02 0.06 -1.3278
N -0.17668 1.61903 1.98211 0.04 0.03 -0.04 1.3411
C 0.98724 1.13083 2.69208 -0.01 -0.02 0.00 -1.5466
C 1.23878 -0.35433 2.48853 0.00 -0.02 -0.03 -1.5172
N 1.50183 -0.79183 1.12031 -0.03 0.00 0.04 1.9081
C 2.69881 -0.20115 0.52678 -0.02 0.02 -0.02 -1.7110
C 2.50559 1.14788 -0.16847 -0.02 -0.04 0.01 -1.2211
C 1.62624 -2.25120 1.15042 -0.01 0.03 0.07 -0.9348
C 1.67677 -2.92372 -0.23272 0.09 -0.10 -0.03 0.4471
O 2.23986 -4.02888 -0.28332 -0.05 0.04 0.02 -0.8865
O 1.11315 -2.29408 -1.16786 -0.11 0.04 -0.04 -0.4866
C -1.41625 1.31278 2.67995 -0.04 -0.05 0.02 -0.9683
C -2.11272 -0.03226 2.34812 0.06 -0.09 0.12 0.0931
O -3.05705 -0.32712 3.09422 0.04 0.03 -0.01 -0.8460
O -1.65183 -0.69713 1.38312 -0.10 0.00 -0.02 -0.3575
C -2.71347 2.59524 -1.02620 -0.15 -0.04 -0.15 -0.8178
C -3.28089 1.52450 -2.00262 0.25 -0.01 0.21 0.0883
O -4.24716 1.89337 -2.67820 -0.10 0.04 -0.06 -0.8445
O -2.74172 0.38875 -1.94317 -0.07 0.10 0.02 -0.6192
H 3.00335 1.15604 -2.81554 0.02 -0.01 0.03 0.3471
H 2.55323 -0.44986 -2.18050 0.01 -0.03 -0.01 0.3161
H 1.51660 2.83929 -2.52186 0.01 0.01 0.01 0.4447
H 1.41341 3.19516 -0.81460 0.02 0.00 0.01 0.8198
H -0.79865 2.06072 -2.58080 0.04 -0.02 0.03 0.6319
H -0.56957 3.75228 -2.10767 -0.02 -0.01 0.00 0.3847
H -2.03884 3.51296 1.00242 -0.01 0.02 -0.02 0.6987
H -0.82004 4.39785 0.12129 0.03 -0.02 -0.02 0.3859
H -0.19137 3.71654 2.39156 0.01 -0.03 0.01 0.3147
H 0.95272 3.15017 1.19268 0.00 0.03 -0.03 0.6555
H 0.88275 1.28959 3.78218 -0.01 0.00 0.01 0.4593
H 1.86526 1.70629 2.39755 0.01 -0.01 -0.01 0.6053
H 0.35534 -0.89777 2.82548 0.03 -0.01 0.02 0.4365
H 2.08047 -0.64452 3.14867 0.01 0.02 0.00 0.4865
H 3.08689 -0.91025 -0.20421 0.00 0.00 0.01 0.7112
H 3.48978 -0.07278 1.29026 0.01 0.00 0.00 0.2839
H 3.50185 1.47531 -0.52036 0.00 0.00 -0.01 0.3234
H 2.18114 1.88596 0.55268 -0.01 0.01 0.02 0.4156
H 0.74583 -2.65282 1.66153 0.00 0.01 0.00 0.3465
H 2.51134 -2.56756 1.72542 0.00 0.00 0.00 0.2060
H -2.16061 2.08514 2.48540 0.00 0.01 -0.08 0.2950
H -1.26003 1.31976 3.77036 0.00 0.02 -0.01 0.3086
H -2.90503 3.59199 -1.45743 0.03 -0.04 -0.01 0.3443
H -3.33425 2.50503 -0.13122 -0.01 -0.01 0.00 0.4013
I -1.15024 -3.26185 -3.64899 -0.01 -0.03 0.00 0.0639
C -1.30820 -3.92519 -1.67198 -0.05 0.08 -0.04 0.1737
C -0.72024 -5.12598 -1.30255 0.00 -0.06 0.05 -0.5649
C -0.83640 -5.51559 0.01929 -0.01 0.02 -0.08 -0.0695
C -1.54386 -4.71124 0.89991 0.01 -0.01 0.02 -0.8119
C -2.07440 -3.52137 0.43240 -0.02 0.13 -0.02 -0.1479
N -1.94898 -3.12040 -0.83965 0.13 -0.20 0.04 -0.2938
H -0.15333 -5.70119 -2.01818 0.00 0.01 0.00 0.3458
H -0.35791 -6.42645 0.35714 0.00 0.01 0.01 0.3420
H -1.65104 -4.97235 1.94438 -0.01 -0.01 0.00 0.3858
H -2.57003 -2.81846 1.09105 0.00 -0.01 0.01 0.5028
```
Positions in Å, forces in eV/Å.

=====

No. 2
Computed, not measured: a structure of composition C15H14B2N7O5Ti at a distorted geometry, with the ωB97M-V functional and the def2-TZVPD basis.

## Properties
2S+1: 3
Total energy in eV: -60921.1239
Expectation value of S²: 2.010
Charge: -1
Frontier orbital gap (spin up / spin down) in eV: 5.68 / 7.69
LUMO level (spin up / spin down) in eV: 2.76 / 2.76

```
44
Properties=species:S:1:pos:R:3:forces:R:3:mulliken_charge:R:1
Ti 0.25988 -0.39316 -0.84415 0.29 -0.90 -0.47 0.0651
C 0.55804 1.44969 -4.76732 -0.04 -0.02 0.11 -0.9769
C 1.27830 0.99956 -3.65184 -0.07 0.07 -0.18 -0.1394
N 0.53988 1.09402 -2.55856 -0.39 -0.24 0.18 -0.4992
N -0.66579 1.57343 -2.93450 0.20 0.11 -0.20 0.4239
C -0.68093 1.79539 -4.25689 0.20 -0.02 -0.03 -0.1489
B -1.78577 1.79358 -1.90869 -0.20 0.31 -0.03 0.2545
N -2.54358 0.50607 -1.56076 -0.36 -0.10 0.02 0.3246
C -3.80888 0.17292 -1.86695 0.10 -0.10 0.08 -0.1849
C -4.09149 -1.03470 -1.26112 -0.05 -0.03 0.05 -1.0580
C -2.91438 -1.36849 -0.57849 0.00 0.04 -0.09 -0.1826
N -1.99637 -0.43309 -0.76707 0.26 0.14 -0.14 -0.2530
N -1.15660 2.34153 -0.61904 0.07 0.32 0.15 -0.1495
C -1.39637 3.51754 -0.01767 0.09 -0.09 0.02 -0.1825
C -0.60227 3.59737 1.10850 -0.02 0.05 0.08 -1.1252
C 0.10263 2.38928 1.12468 0.04 -0.06 -0.04 -0.2686
N -0.23401 1.64728 0.07778 -0.02 -0.25 -0.08 0.2619
H 0.88567 1.50256 -5.79067 0.00 0.00 0.00 0.3882
H 2.26916 0.58081 -3.59122 0.00 -0.02 0.01 0.4448
H -1.56186 2.18422 -4.73969 -0.01 0.02 0.01 0.4324
H -2.57608 2.59237 -2.34758 0.01 -0.01 -0.02 -0.1774
H -4.41379 0.81772 -2.48150 0.00 0.02 -0.01 0.4295
H -5.01064 -1.59225 -1.30587 0.00 0.00 0.01 0.3845
H -2.67994 -2.23953 0.01093 0.02 -0.01 -0.01 0.4793
H -2.11225 4.20762 -0.43027 -0.01 0.00 -0.02 0.4412
H -0.54738 4.40507 1.81724 0.00 -0.01 0.01 0.3840
H 0.82736 2.01359 1.82885 0.01 -0.02 -0.01 0.5023
O 0.81334 -2.32400 1.97444 -0.01 -0.16 0.13 -0.1840
B 0.98594 -1.10403 1.27366 -0.34 0.19 -0.37 0.2801
O 1.92367 -0.33317 2.02740 0.18 0.11 0.21 -0.3253
C 2.29617 -1.07832 3.10401 -0.01 -0.10 0.07 0.6940
C 3.18202 -0.77385 4.11422 -0.01 0.07 -0.08 -0.9628
C 3.37334 -1.73488 5.10760 0.00 -0.04 0.04 -0.4678
C 2.69589 -2.94737 5.07391 0.04 0.02 0.04 -0.4841
C 1.80074 -3.24734 4.04643 -0.06 -0.03 -0.06 -0.9371
C 1.61768 -2.29262 3.07048 0.04 0.11 -0.03 0.7080
H 3.70798 0.17195 4.12845 0.00 0.00 0.00 0.4526
H 4.06408 -1.53261 5.91666 0.00 0.00 0.00 0.3523
H 2.86890 -3.67406 5.85788 -0.01 -0.01 0.00 0.3512
H 1.27205 -4.19035 4.00596 0.00 0.00 0.00 0.4600
O 1.89604 -1.52051 -1.62336 0.16 0.47 0.14 -0.5377
N 0.82276 -2.30686 -1.71647 0.26 -0.33 0.06 1.0886
O 0.89712 -3.54521 -1.65654 -0.09 0.16 0.09 -0.7636
O -0.16023 -1.68715 -2.39286 -0.27 0.33 0.35 -0.5945
```
Positions in Å, forces in eV/Å.

=====

No. 3
Computed, not measured: the ion C8H14NO with charge +1 at a distorted geometry, with the ωB97M-V functional and the def2-TZVPD basis.

## Properties
Total energy in eV: -12051.6094
Charge: +1
Energy relative to the best compared isomer or geometry (same formula, charge and spin) in kJ/mol: 258.3
Frontier orbital gap in eV: 10.23
LUMO level in eV: -5.29

```
24
Properties=species:S:1:pos:R:3:forces:R:3:mulliken_charge:R:1
C -0.53416 -0.94113 2.00997 0.14 -0.57 0.11 -0.1555
C -0.28976 1.01670 1.06842 -2.11 -1.85 -1.95 0.1853
C -0.20639 2.43331 0.90109 0.45 1.34 -0.02 -1.3480
C 1.88454 -0.66291 0.16204 -0.93 3.26 0.28 -1.6130
C 0.61699 -1.43129 -1.77139 0.67 0.52 -0.30 -1.8117
C -1.96113 0.07884 -0.77950 1.18 1.39 -2.63 -1.6889
C 0.74516 -0.26701 -0.76469 -0.29 -2.44 -1.21 0.3033
C -0.60499 -0.04985 0.04686 -0.74 -0.47 -1.30 1.9089
N -0.74034 -1.24433 0.81553 -0.28 -0.79 1.72 -0.4812
O -0.24851 0.42810 2.18275 0.56 1.86 1.38 -0.2465
H -0.44768 -1.39338 2.99655 -0.31 -0.65 -0.62 0.3702
H -0.75203 2.89819 0.05080 0.65 -0.90 0.21 0.3273
H 0.87247 2.68929 0.89710 -0.39 0.20 -0.16 0.3343
H -0.63178 2.86616 1.78867 0.05 0.41 0.63 0.4648
H 1.65813 -1.50416 0.70900 -0.48 -1.89 1.26 0.4514
H 1.97013 0.21436 0.82023 0.75 -0.44 0.42 0.3705
H 2.81462 -0.82390 -0.29995 1.00 0.04 -0.96 0.5174
H 0.16833 -2.31877 -1.48322 -1.37 -1.45 1.81 0.5302
H 0.17473 -1.32818 -2.71059 -1.19 1.42 -1.49 0.4688
H 1.53664 -1.86695 -2.09666 1.47 0.45 0.24 0.4416
H -2.22278 -0.71668 -1.53234 0.94 0.15 1.32 0.3867
H -2.86421 0.32774 -0.28223 -0.52 -0.28 1.49 0.4693
H -1.91446 0.95880 -1.46241 0.56 -0.29 0.36 0.3725
H 0.97648 0.63706 -1.26603 0.18 0.97 -0.60 0.4422
```
Positions in Å, forces in eV/Å.

=====

No. 4
Computed, not measured: a structure of composition C32H51AsGeIrO4PS2Si2, with the ωB97M-V functional and the def2-TZVPD basis.

## Properties
Total energy in eV: -209117.4399
Energy relative to the best compared isomer or geometry (same formula, charge and spin) in kJ/mol: 0.0
Frontier orbital gap (spin up / spin down) in eV: 5.50 / 5.58
LUMO level (spin up / spin down) in eV: -1.99 / -2.01

```
95
Properties=species:S:1:pos:R:3:forces:R:3:mulliken_charge:R:1
Ir 0.06648 -0.42406 0.21385 0.28 -0.06 0.16 3.2861
S 2.29765 -0.58876 -0.08218 -0.15 -0.02 0.16 -0.1066
C 2.98441 -0.38792 1.48006 0.00 -0.01 -0.02 0.8611
C 4.37458 -0.50278 1.68395 -0.01 0.01 -0.02 -1.0577
C 4.90034 -0.31308 2.93332 -0.02 0.01 0.02 -0.7084
C 4.06212 0.00628 4.02057 0.04 -0.02 -0.01 -0.6508
C 2.71138 0.12511 3.83997 -0.06 -0.01 -0.01 -1.1606
C 2.15440 -0.07636 2.56045 0.04 0.00 0.02 0.2944
S 0.46471 0.09133 2.29876 0.01 0.02 -0.06 -0.4689
H 5.01141 -0.74941 0.84375 0.01 -0.01 -0.02 0.4969
H 5.96657 -0.41051 3.08814 0.01 0.00 0.01 0.4361
H 4.48935 0.15186 5.00368 0.01 0.01 0.00 0.3964
H 2.05655 0.36419 4.66882 -0.01 0.01 0.01 0.5293
C 1.28810 3.86151 1.98972 0.03 -0.05 -0.02 -1.0852
Si -0.02007 3.41422 0.72456 -0.15 -0.04 0.05 0.5331
C -1.58408 2.80521 1.55556 0.02 0.04 0.00 -0.7982
C -0.48364 4.95088 -0.25434 0.02 -0.03 -0.02 -1.0456
As 0.52713 1.83651 -0.96577 -0.01 0.08 -0.17 -0.0735
Si 2.73091 2.45841 -1.60892 0.01 -0.06 -0.04 0.4251
C 3.95982 2.86856 -0.25686 -0.03 -0.01 0.01 -0.7905
C 2.46572 4.00899 -2.64262 -0.04 -0.02 0.03 -1.2983
C 3.45127 1.18306 -2.78117 0.00 -0.01 -0.02 -1.0929
H 0.80404 4.34401 2.84284 -0.01 0.01 0.01 0.3771
H 2.01932 4.56078 1.58214 0.00 0.00 -0.01 0.3246
H 1.82392 2.98490 2.35737 -0.01 -0.02 0.00 0.2286
H -2.18636 3.66768 1.85411 0.00 0.01 0.02 0.5408
H -1.37616 2.21244 2.44569 -0.01 0.01 0.01 0.2884
H -2.17551 2.18245 0.88259 0.01 -0.01 -0.01 -0.0674
H -0.85978 5.70917 0.43778 0.00 0.01 0.02 0.3984
H -1.27569 4.73478 -0.97382 0.01 -0.01 0.00 0.1894
H 0.35526 5.38302 -0.79717 0.07 0.02 -0.04 0.2545
H 3.67424 3.77968 0.26964 -0.01 0.00 -0.01 0.2843
H 4.94360 3.03603 -0.70365 0.01 0.00 -0.02 0.3977
H 4.05416 2.07366 0.48052 0.01 -0.08 0.05 0.0779
H 2.31474 4.89796 -2.03104 -0.04 0.04 0.05 0.2921
H 1.61254 3.90984 -3.31661 0.00 0.00 0.00 0.3346
H 3.35501 4.18002 -3.25490 0.02 0.00 0.00 0.4002
H 3.57732 0.19973 -2.33001 0.02 0.06 -0.04 0.3064
H 4.43491 1.53999 -3.09875 0.02 0.00 -0.05 0.4767
H 2.83494 1.07618 -3.67668 -0.02 0.01 0.01 0.3273
C 0.57238 -2.32943 -2.96103 -0.04 0.02 0.00 -1.4739
C -0.66569 -1.45865 -3.07529 0.01 0.03 0.05 1.2690
C -1.82228 -2.24177 -3.67417 0.00 0.01 -0.05 -1.6976
C -0.36413 -0.21334 -3.89419 0.03 0.01 0.05 -0.7133
O -1.00224 -1.06795 -1.69000 -0.07 0.06 0.25 -0.8243
P -2.48369 -0.59234 -1.10463 0.17 -0.01 -0.27 -0.0253
O -3.55235 -1.56561 -1.35140 -0.02 -0.06 0.16 -0.8881
O -2.04764 -0.24526 0.32015 0.05 -0.12 -0.17 -0.6597
O -2.65594 0.75505 -1.93480 0.01 0.06 0.05 0.7360
C -3.93530 1.39778 -2.19404 -0.01 -0.01 -0.01 1.4242
C -3.56206 2.82795 -2.55202 -0.01 -0.04 0.01 -1.4409
C -4.59268 0.68197 -3.36223 -0.07 0.03 -0.03 -1.7387
C -4.81453 1.35923 -0.95269 -0.04 0.01 0.00 -1.4752
H 0.92420 -2.58010 -3.96213 0.02 -0.01 -0.01 0.5023
H 0.35377 -3.25262 -2.42791 -0.01 -0.02 0.03 0.2663
H 1.37221 -1.80214 -2.43938 0.01 0.02 0.00 0.1551
H -1.51162 -2.60832 -4.65410 0.00 -0.01 0.00 0.4952
H -2.70807 -1.62029 -3.80101 0.03 -0.02 0.01 0.2240
H -2.09081 -3.08728 -3.04382 -0.01 -0.01 0.02 0.2847
H -0.11702 -0.51643 -4.91288 -0.02 0.00 -0.02 0.5139
H 0.48992 0.32134 -3.47931 -0.01 0.01 0.01 -0.2864
H -1.21778 0.46122 -3.91814 0.00 -0.01 0.02 -0.0949
H -2.87556 2.83783 -3.39944 0.00 0.00 -0.01 0.3330
H -3.07128 3.31146 -1.70558 -0.02 -0.01 0.00 0.0572
H -4.45466 3.39684 -2.81524 0.00 0.01 0.00 0.4593
H -3.94436 0.71744 -4.23976 0.01 0.00 -0.01 0.2868
H -5.53643 1.16949 -3.61119 -0.02 0.00 -0.02 0.5131
H -4.78826 -0.35794 -3.10218 0.00 0.02 0.00 0.2985
H -4.30380 1.81973 -0.10654 0.01 0.02 0.02 0.2236
H -5.07588 0.33367 -0.69078 0.00 0.01 -0.01 0.3917
H -5.73484 1.91235 -1.14561 -0.01 0.01 0.01 0.5027
Ge -0.11775 -2.80828 1.00785 -0.08 0.08 -0.16 0.4727
C -1.83460 -2.96417 1.89534 0.01 -0.01 0.03 0.3627
C -2.10930 -2.33487 3.10839 0.02 -0.01 0.00 0.0725
C -3.35974 -2.44654 3.69387 -0.01 0.00 0.00 -0.9648
C -4.35989 -3.17427 3.06158 0.00 -0.01 0.01 -0.4790
C -4.10403 -3.78915 1.84663 0.01 0.00 0.00 -0.6822
C -2.84658 -3.68488 1.26761 0.00 -0.01 -0.01 -0.1788
C 1.41348 -3.39917 2.05000 0.01 0.02 0.01 0.2035
C 1.42193 -3.39408 3.44267 -0.04 0.03 0.00 -0.0481
C 2.54831 -3.79752 4.14594 0.03 0.00 0.01 -0.6751
C 3.68287 -4.21146 3.46315 -0.01 0.00 0.02 -0.5021
C 3.68432 -4.23238 2.07544 0.01 0.01 -0.02 -0.5907
C 2.55669 -3.82759 1.37719 0.01 0.00 0.00 -0.2312
H -0.14217 -3.64038 -0.28516 -0.03 -0.03 0.00 -0.3628
H -1.35139 -1.72931 3.59307 -0.01 0.00 0.00 0.2340
H -3.56094 -1.95320 4.63632 0.00 0.00 0.01 0.4126
H -5.34102 -3.25103 3.51267 0.00 0.00 0.00 0.3774
H -4.88535 -4.33921 1.33881 -0.01 0.00 0.00 0.4066
H -2.66608 -4.15155 0.30677 0.00 0.00 -0.01 0.3052
H 0.54196 -3.07600 3.99029 0.00 0.00 0.00 0.2576
H 2.54042 -3.78677 5.22851 0.00 0.00 0.01 0.4127
H 4.56353 -4.52059 4.01148 0.00 0.00 0.00 0.3963
H 4.56521 -4.55950 1.53737 0.00 0.00 0.00 0.4201
H 2.57096 -3.83759 0.29221 0.00 0.01 -0.01 0.4096
```
Positions in Å, forces in eV/Å.